Arrangement w

# C22H31N2O3

The ion C22H31N2O3 with charge +1 (ωB97M-V/def2-TZVPD, the OMol25 dataset).

The frontier orbital gap is 0.32847 Ha. Its SMILES is CCC[NH+](CCC)C[C@H](O)COc1ccccc1C(=O)Nc1ccccc1. Its HOMO energy is -11.359 eV. The charge is +1.

XYZ file:
```
58
Properties=species:S:1:pos:R:3:mulliken_charge:R:1
C -0.5269 -1.7053 5.0764 -1.288
C -0.4856 -2.3849 3.7097 -0.612
C 0.0887 -1.4856 2.6089 -0.659
N -0.9148 -0.8690 1.6983 1.002
C -1.6258 -1.8569 0.8427 -0.982
C -0.6938 -2.7792 0.0612 -0.129
C -1.4383 -3.4391 -1.0945 -1.565
C -1.9024 -0.0211 2.3942 -1.140
C -1.3394 1.2927 2.9631 0.539
O -2.0923 1.5636 4.1143 -0.570
C -1.4459 2.4187 1.9182 -1.219
O -0.8638 1.9097 0.7378 -0.062
C -0.3596 2.7677 -0.1952 0.333
C -0.6579 4.1239 -0.2388 -0.743
C -0.1004 4.9303 -1.2148 -0.632
C 0.7622 4.3957 -2.1564 -0.965
C 1.0419 3.0433 -2.1367 -0.525
C 0.4802 2.2053 -1.1743 0.288
C 0.7979 0.7564 -1.1386 0.696
O 0.7996 0.0924 -0.0992 -0.791
N 1.0692 0.2082 -2.3411 0.030
C 1.4543 -1.1214 -2.6025 0.436
C 2.2152 -1.8549 -1.6993 -0.197
C 2.5705 -3.1577 -2.0029 -0.579
C 2.1796 -3.7314 -3.2006 -0.578
C 1.4375 -2.9926 -4.1082 -0.592
C 1.0763 -1.6915 -3.8143 -0.637
H -1.1472 -0.8131 5.0751 0.267
H 0.4762 -1.4262 5.3888 0.347
H -0.9273 -2.3919 5.8171 0.418
H 0.1427 -3.2726 3.7905 0.427
H -1.4836 -2.7319 3.4430 0.264
H 0.6616 -0.6789 3.0673 0.621
H 0.7768 -2.0410 1.9736 0.511
H -0.3419 -0.2738 1.0349 -0.166
H -2.2236 -1.2855 0.1288 0.469
H -2.3076 -2.4426 1.4625 0.621
H -0.2932 -3.5590 0.7088 0.357
H 0.1357 -2.1966 -0.3403 0.208
H -0.7677 -4.1007 -1.6347 0.381
H -1.8101 -2.6928 -1.7921 0.354
H -2.2798 -4.0239 -0.7318 0.400
H -2.7038 0.2256 1.6958 0.498
H -2.3409 -0.5764 3.2249 0.451
H -0.2761 1.1679 3.2187 0.050
H -1.8230 2.3994 4.5116 0.429
H -2.5019 2.6753 1.7571 0.308
H -0.9117 3.3078 2.2735 0.681
H -1.3318 4.5579 0.4824 0.437
H -0.3387 5.9821 -1.2323 0.427
H 1.2136 5.0292 -2.9027 0.419
H 1.7403 2.6433 -2.8570 0.518
H 0.8937 0.7711 -3.1618 0.345
H 2.5397 -1.4014 -0.7765 0.465
H 3.1659 -3.7221 -1.3018 0.411
H 2.4618 -4.7462 -3.4324 0.412
H 1.1416 -3.4290 -5.0493 0.408
H 0.5021 -1.1127 -4.5236 0.400
```

Arrangement x

# C22H31N2O3

The ion C22H31N2O3 with charge +1 (ωB97M-V/def2-TZVPD, the OMol25 dataset).

The frontier orbital gap is 0.30019 Ha. Its SMILES is COc1ccc(CC[N@H+](C)CC(=O)Nc2c(C)cc(C)cc2C)cc1OC. Its HOMO energy is -10.328 eV. The charge is +1.

XYZ file:
```
58
Properties=species:S:1:pos:R:3:mulliken_charge:R:1
C 2.4182 7.0298 -1.5289 -0.954
O 2.8547 5.7001 -1.3675 -0.443
C 1.9424 4.7325 -1.0681 1.329
C 0.5916 4.9937 -0.8724 -0.464
C -0.3091 3.9901 -0.5597 -1.094
C 0.1249 2.6826 -0.4422 -0.101
C -0.8252 1.5707 -0.0721 0.032
C -0.7729 1.3573 1.4405 -0.855
N -1.7503 0.3438 1.9074 0.411
C -1.9282 0.3781 3.3638 -0.982
C -1.5017 -1.0079 1.3773 -1.291
C -2.6510 -1.2524 0.3720 0.601
O -3.5151 -0.3868 0.3058 -0.720
N -2.6123 -2.3654 -0.3342 0.096
C -1.5763 -3.3496 -0.2534 -0.020
C -0.5881 -3.3578 -1.2418 0.979
C -0.6273 -2.3765 -2.3735 -1.497
C 0.4134 -4.3113 -1.1662 -0.861
C 0.4474 -5.2514 -0.1424 0.642
C 1.5243 -6.2862 -0.1008 -1.445
C -0.5537 -5.2238 0.8167 -0.802
C -1.5771 -4.2854 0.7790 0.871
C -2.6511 -4.3286 1.8255 -1.882
C 1.4696 2.4091 -0.6354 -0.444
C 2.3944 3.3998 -0.9486 -0.111
O 3.6602 2.9367 -1.0938 -0.458
C 4.7226 3.7742 -1.5047 -0.767
H 1.9883 7.4277 -0.6048 0.358
H 1.6921 7.1193 -2.3422 0.366
H 3.3125 7.5967 -1.7816 0.260
H 0.2242 6.0022 -0.9636 0.415
H -1.3504 4.2384 -0.4221 0.397
H -1.8408 1.8371 -0.3701 0.571
H -0.5348 0.6628 -0.6024 -0.219
H -1.0058 2.3039 1.9320 0.517
H 0.2300 1.0511 1.7478 0.313
H -2.6900 0.5514 1.4242 0.503
H -2.7003 -0.3280 3.6636 0.392
H -0.9926 0.1251 3.8617 0.411
H -2.2338 1.3744 3.6774 0.358
H -1.5414 -1.7562 2.1692 0.594
H -0.5336 -1.0841 0.8825 0.363
H -3.3466 -2.5068 -1.0189 0.228
H -1.3314 -2.7163 -3.1333 0.322
H 0.3500 -2.2934 -2.8401 0.422
H -0.9460 -1.3879 -2.0472 0.185
H 1.1801 -4.3282 -1.9259 0.439
H 2.4768 -5.8685 -0.4176 0.388
H 1.2764 -7.1003 -0.7816 0.304
H 1.6310 -6.7019 0.8973 0.381
H -0.5512 -5.9554 1.6107 0.441
H -2.2234 -4.1947 2.8188 0.368
H -3.4186 -3.5765 1.6623 0.332
H -3.1290 -5.3064 1.8131 0.504
H 1.8477 1.4008 -0.5614 0.476
H 4.9227 4.5603 -0.7752 0.266
H 4.5269 4.2235 -2.4794 0.297
H 5.5868 3.1146 -1.5755 0.282
```

It is arrangement x that is the least stable of them.

Arrangement w

# C6H15N

The ion C6H15N with charge -1 (ωB97M-V/def2-TZVPD, the OMol25 dataset).

The frontier orbital gap (alpha / beta) is 0.09292 / 0.35498 Ha. Its HOMO energy (alpha / beta) is 1.479 / -5.759 eV. The charge is -1. The spin multiplicity is 2. The expectation value of S² is 0.75.

XYZ file:
```
22
Properties=species:S:1:pos:R:3:lowdin_spin:R:1
C 1.5666 -0.4128 1.5487 0.201
C 0.3879 0.5187 1.2223 0.032
C 0.3381 0.8836 -0.2637 0.117
C 0.3223 -0.2736 -1.2357 0.091
C -0.7919 -1.2973 -1.1128 0.042
C -2.1834 -0.7216 -1.4666 0.041
N 0.3601 1.7251 2.0541 0.037
H 1.3365 -1.4028 1.1767 0.030
H 2.4482 -0.0985 0.9926 0.064
H 1.7805 -0.3389 2.6006 0.038
H -0.5328 -0.0522 1.4076 0.003
H -0.5141 1.5562 -0.4309 0.023
H 1.1620 1.5698 -0.5095 0.074
H 0.3948 0.0721 -2.2824 0.034
H 1.3294 -0.7295 -1.2276 0.040
H -0.6255 -2.1354 -1.7934 0.018
H -0.8360 -1.6043 -0.0754 0.006
H -2.2922 -0.5249 -2.5329 0.012
H -2.3121 0.2192 -0.9345 0.006
H -2.9518 -1.3840 -1.0837 0.007
H 0.3445 2.5586 1.4594 0.040
H 1.2690 1.8726 2.4871 0.043
```

Arrangement x

# C6H15N

The ion C6H15N with charge -1 (ωB97M-V/def2-TZVPD, the OMol25 dataset).

The frontier orbital gap (alpha / beta) is 0.08258 / 0.29234 Ha. Its HOMO energy (alpha / beta) is 1.473 / -4.383 eV. The charge is -1. The spin multiplicity is 2. The expectation value of S² is 0.75.

XYZ file:
```
22
Properties=species:S:1:pos:R:3:lowdin_spin:R:1
C -1.8940 -1.0966 -2.4006 0.027
C -1.0940 -1.3462 -1.0315 0.025
C 0.1617 -0.4431 -0.7986 0.030
C -0.0517 1.0096 -0.2416 0.045
C -0.2652 0.8295 1.2939 0.118
N 0.9770 0.1411 1.8455 0.015
C 2.2971 0.8645 2.0189 0.347
H -2.1687 -0.0238 -2.5016 0.005
H -1.1635 -1.4104 -3.1950 0.003
H -2.7746 -1.7250 -2.5931 0.005
H -0.7373 -2.4335 -1.0307 0.007
H -1.8906 -1.2163 -0.1978 0.010
H 0.6878 -0.4121 -1.8118 0.010
H 0.9101 -0.9172 -0.1403 0.010
H 0.8346 1.5466 -0.5516 0.021
H -0.9382 1.5391 -0.6887 0.013
H -0.3007 1.8251 1.6270 0.040
H -1.2000 0.2924 1.5995 0.027
H 0.7192 -0.5831 2.5001 0.037
H 2.6829 1.4903 1.1409 0.056
H 3.2208 0.3387 2.4504 0.080
H 1.9873 1.7304 2.7066 0.067
```

It is arrangement x that is the least stable of them.

Arrangement w

# C4H7FN2O

The molecule C4H7FN2O (ωB97M-V/def2-TZVPD, the OMol25 dataset).

The frontier orbital gap is 0.39277 Ha. Its SMILES is O=CNN1C[C@H]1CF. Its HOMO energy is -9.818 eV.

XYZ file:
```
15
Properties=species:S:1:pos:R:3:mulliken_charge:R:1
O -3.5359 -0.4851 -0.2494 -0.553
C -2.4753 -0.3727 0.3094 -0.001
N -1.3904 0.2373 -0.2639 -0.128
N -0.2136 0.3385 0.4952 -0.232
C 0.6480 1.4530 0.1203 -0.386
C 0.9990 0.0802 -0.3169 0.125
C 2.0813 -0.7329 0.2999 -0.566
F 3.2833 -0.4426 -0.2967 -0.282
H -2.2684 -0.7368 1.3103 0.374
H -1.4878 0.3103 -1.3010 0.259
H 0.2561 2.1448 -0.6501 0.281
H 1.1571 1.9433 0.9716 0.221
H 0.8272 -0.1285 -1.3598 0.361
H 2.1643 -0.4593 1.3494 0.282
H 1.7984 -1.8056 0.2495 0.246
```

Arrangement x

# C4H7FN2O

A structure of composition C4H7FN2O (ωB97M-V/def2-TZVPD, the OMol25 dataset).

The frontier orbital gap is 0.34677 Ha. Its HOMO energy is -8.982 eV.

XYZ file:
```
15
Properties=species:S:1:pos:R:3:mulliken_charge:R:1
C -1.1769 0.0112 1.2693 -0.892
C -0.6449 0.1689 -0.1914 0.968
C -0.1478 -1.2412 -0.9256 -0.603
C 0.7419 0.8775 -0.1114 0.147
H -2.0587 1.0937 1.3513 0.261
H -1.8315 -1.3293 1.3467 0.240
H -0.0959 0.1135 2.1258 0.301
H -0.1021 -1.1624 -1.9905 0.297
H -0.7908 -2.1731 -0.8283 0.287
H 2.7728 -0.0043 -0.0365 0.327
H 0.6281 2.6769 -0.4015 0.272
N 1.6200 -0.2447 0.2026 -0.242
N 1.3983 2.0202 -0.3858 -0.742
O 1.1623 -1.5514 -0.2745 -0.292
F -1.4746 0.7444 -1.1502 -0.329
```

Arrangement y

# C4H7FN2O

The molecule C4H7FN2O (ωB97M-V/def2-TZVPD, the OMol25 dataset).

The frontier orbital gap is 0.36336 Ha. Its SMILES is FC[C@H]1CN=CNO1. Its HOMO energy is -8.972 eV.

XYZ file:
```
15
Properties=species:S:1:pos:R:3:mulliken_charge:R:1
F -1.6700 -1.9611 -0.6931 -0.302
C -0.5036 -1.5414 -0.0918 -0.354
C -0.7955 -0.2020 0.5095 0.072
C 0.4184 0.3492 1.2767 -0.653
N 1.4651 0.9686 0.4520 -0.512
C 1.2006 1.1571 -0.7766 0.023
N 0.0158 0.8232 -1.4304 -0.326
O -1.1060 0.6910 -0.5971 -0.312
H -0.2619 -2.3454 0.5915 0.315
H 0.2922 -1.5249 -0.8412 0.279
H -1.6056 -0.1722 1.1534 0.427
H 0.0709 1.1094 2.0293 0.282
H 0.8355 -0.3881 1.9128 0.379
H 2.0072 1.5618 -1.3950 0.401
H -0.3630 1.4749 -2.1000 0.280
```

It is arrangement x that is the least stable of them.

Arrangement w

# CH3IN2O

The molecule CH3IN2O (ωB97M-V/def2-TZVPD, the OMol25 dataset).

The frontier orbital gap is 0.30971 Ha. Its SMILES is NNC(=O)I. Its HOMO energy is -8.813 eV.

XYZ file:
```
8
Properties=species:S:1:pos:R:3:mulliken_charge:R:1
N 0.3269 -0.0979 0.5902 -0.431
N -0.6422 0.5672 -0.0442 -0.276
C -2.0281 -0.5530 -0.2617 0.239
O -1.7858 -1.6755 -0.0562 -0.335
I -4.0408 0.1717 0.0194 0.029
H -0.1032 -0.3470 1.5409 0.276
H 0.7511 -0.9254 0.2659 0.250
H -0.2408 0.7907 -0.9338 0.248
```

Arrangement x

# CH3IN2O

A cluster of 2 separate species, CH3IN2O in total (ωB97M-V/def2-TZVPD, the OMol25 dataset).

The frontier orbital gap is 0.34491 Ha. Its SMILES is [H]/N=N\[H].O=CI. Its HOMO energy is -9.343 eV.

XYZ file:
```
8
Properties=species:S:1:pos:R:3:mulliken_charge:R:1
H -0.3587 0.8390 1.4500 0.172
N 0.0560 0.8258 0.5292 -0.014
N -0.5719 0.4484 -0.4361 -0.373
H -1.6138 0.1584 -0.4101 0.214
O 3.3532 2.4054 0.0671 -0.392
C 2.6647 1.4520 0.3799 0.089
I 2.7933 -0.6074 -0.1323 0.062
H 2.0087 1.5390 1.4675 0.242
```

It is arrangement x that is the least stable of them.

Arrangement w

# C8H12Cl2OPr

A structure of composition C8H12Cl2OPr (ωB97M-V/def2-TZVPD, the OMol25 dataset).

The frontier orbital gap (alpha / beta) is 0.20631 / 0.20773 Ha. Its HOMO energy (alpha / beta) is -2.897 / -2.918 eV. The charge is -1. The spin multiplicity is 3. The expectation value of S² is 2.00.

XYZ file:
```
24
Properties=species:S:1:pos:R:3:lowdin_spin:R:1
Pr -1.5001 0.1235 2.0099 2.040
Cl -3.4951 1.0337 0.6856 -0.006
Cl -0.6384 -1.1642 4.0746 -0.004
C -1.2135 -1.8319 0.7891 -0.015
H -0.9254 -2.6099 1.5201 -0.001
H -2.0215 -2.2112 0.1338 0.000
C 0.4383 0.4970 0.4769 -0.012
C 0.0242 -0.9838 0.1690 -0.002
H 0.5445 1.0645 1.4895 0.001
C -0.4091 -0.8969 -1.3580 -0.001
H 0.8008 -1.7065 0.2440 0.000
C 0.7752 -0.4436 -2.2509 0.000
H -0.8220 -1.8342 -1.7405 0.000
H -1.2299 -0.1590 -1.4326 0.000
C 1.2270 0.9668 -1.8371 -0.001
H 1.6071 -1.1654 -2.1399 0.000
H 0.4753 -0.4722 -3.3065 0.000
C 1.6105 0.9304 -0.3690 -0.002
H 2.0473 1.3052 -2.4778 0.000
H 0.3823 1.6712 -1.9479 0.000
H 2.4240 0.1893 -0.2372 -0.001
H 2.0988 1.9085 -0.0794 0.000
O -1.1934 3.3054 4.1894 0.002
C -1.0070 2.4834 3.3949 0.002
```

Arrangement x

# C8H12Cl2OPr

A structure of composition C8H12Cl2OPr (ωB97M-V/def2-TZVPD, the OMol25 dataset).

The frontier orbital gap (alpha / beta) is 0.16769 / 0.16897 Ha. Its HOMO energy (alpha / beta) is -1.956 / -2.000 eV. The charge is -1. The spin multiplicity is 3. The expectation value of S² is 2.01.

XYZ file:
```
24
Properties=species:S:1:pos:R:3:lowdin_spin:R:1
Pr -0.4351 -2.3489 1.4568 2.066
Cl -1.7987 -0.8440 3.0914 -0.002
Cl 2.1266 -2.6803 1.0302 -0.004
C -1.3473 -4.3379 2.1263 -0.053
H -0.9329 -5.2424 1.5600 -0.004
H -2.4910 -4.4752 2.1120 -0.005
C 0.9458 -0.0033 -1.1859 0.002
C -0.1305 -0.2872 -0.5409 -0.001
H 1.6247 -0.7989 -1.5726 0.000
C -1.0887 0.7860 -0.0085 0.000
H -0.5901 -1.3002 -0.7072 0.001
C -1.1729 2.0356 -0.9694 0.000
H -2.1281 0.4430 0.1381 0.000
H -0.8104 1.1970 0.9929 0.000
C 0.2597 2.5036 -1.3363 0.000
H -1.7408 1.8322 -1.9102 0.000
H -1.7046 2.8429 -0.4603 0.000
C 1.2088 1.4035 -1.7051 0.000
H 0.1836 3.2711 -2.1048 0.000
H 0.6368 3.0279 -0.4499 0.000
H 1.3723 1.4223 -2.8304 0.000
H 2.1801 1.6614 -1.2999 0.000
O 3.4898 -0.0225 2.2941 0.000
C 2.3429 -0.0855 2.2796 0.001
```

It is arrangement x that is the least stable of them.

Arrangement w

# C2H4I2S

A structure of composition C2H4I2S (ωB97M-V/def2-TZVPD, the OMol25 dataset).

The frontier orbital gap is 0.31197 Ha. Its HOMO energy is -9.206 eV.

XYZ file:
```
9
Properties=species:S:1:pos:R:3:mulliken_charge:R:1
C 0.9158 0.6394 -0.0967 -0.891
C -0.3316 -0.5783 -0.1144 -0.462
S -1.8681 0.3253 0.0206 -0.129
I 0.0622 -2.0499 1.3902 0.169
I -0.4137 -1.4469 -2.2024 0.125
H 1.7915 -0.1337 -0.0989 0.316
H 0.8140 1.1574 -1.0210 0.348
H 0.9090 1.2522 0.7472 0.373
H -1.8792 0.8346 1.3755 0.151
```

Arrangement x

# C2H4I2S

A structure of composition C2H4I2S (ωB97M-V/def2-TZVPD, the OMol25 dataset).

The frontier orbital gap is 0.31639 Ha. Its HOMO energy is -9.257 eV.

XYZ file:
```
9
Properties=species:S:1:pos:R:3:mulliken_charge:R:1
C 0.2684 -0.9084 -0.4135 -1.089
C -0.0958 0.6717 -0.0376 -0.230
S -0.7804 0.6850 1.5423 -0.171
I -1.7152 1.1498 -1.4692 0.148
I 1.6297 2.0267 -0.4573 0.103
H 0.0094 -1.0137 -1.5101 0.326
H 1.1893 -1.2698 -0.1713 0.382
H -0.5483 -1.3778 0.1686 0.392
H 0.0429 0.0365 2.3482 0.139
```

It is arrangement w that is the least stable of them.